# C40H27F9N5O3PPrS

C40H27F9N5O3PPrS as an isolated structure (wB97M-V/def2-TZVPD, OMol25).

Last column: Mulliken spin population.
CARTESIAN COORDINATES (ANGSTROEM)
Pr 0.024 -1.996 -1.367  2.008
S 0.076 -4.405 -2.060  -0.005
P 0.129 1.032 -0.870  0.008
F -5.992 0.692 1.689  0.000
F 0.575 6.570 -4.730  0.000
F 5.125 3.002 3.134  0.000
F -0.737 7.243 -3.140  0.000
F 4.894 1.004 3.941  0.000
F -5.854 2.848 1.833  0.000
F -6.454 1.924 -0.035  0.000
F 1.410 7.324 -2.876  0.000
F 6.098 1.325 2.165  0.000
O 0.642 -4.193 -0.716  -0.002
O -1.327 -3.982 -2.036  0.002
O 0.786 -3.468 -2.966  -0.004
N -0.035 -1.639 0.858  0.001
N 2.357 -1.967 1.344  0.000
N -2.311 -1.494 -1.136  0.005
N -2.442 -1.809 1.241  -0.001
N 2.311 -1.372 -0.969  -0.002
C 0.538 -2.601 5.330  0.000
C -1.180 -1.785 1.615  -0.004
C -4.185 1.726 0.599  0.000
C 0.386 5.206 -2.805  0.000
C 0.601 -2.145 3.005  -0.002
C 0.487 2.826 -3.025  0.001
C -1.873 1.516 1.217  0.001
C 1.484 1.252 0.354  -0.006
C 1.411 1.065 1.728  0.002
C 3.758 1.515 1.934  0.000
C 2.544 1.204 2.519  0.000
C -0.799 -2.031 2.991  -0.002
C -2.975 -1.573 -2.304  0.003
C 0.213 -6.089 -2.561  0.000
C -5.627 1.808 1.017  0.000
C -1.521 1.366 -0.118  -0.003
C -4.997 -2.249 -1.246  0.000
C -3.204 1.681 1.575  0.000
C 1.288 -2.437 4.181  0.000
C 1.051 -1.908 1.660  0.000
C 0.412 6.590 -3.399  0.000
C 4.398 -1.465 -2.150  0.000
C -3.843 1.667 -0.745  0.001
C 3.040 -1.224 -2.083  0.002
C -4.351 -2.161 -0.040  0.000
C 4.350 -2.030 0.165  0.000
C -2.519 1.485 -1.090  0.000
C 5.068 -1.876 -0.991  0.000
C -4.293 -1.944 -2.414  -0.001
C -0.860 -2.483 5.314  0.000
C -2.986 -1.806 0.002  0.001
C 0.129 3.826 -0.865  -0.001
C 2.723 1.560 -0.219  0.001
C 3.856 1.690 0.559  0.000
C 2.953 -1.788 0.168  -0.001
C 0.183 5.083 -1.433  0.000
C 0.273 2.689 -1.661  0.001
C 4.973 1.707 2.799  0.000
C 0.546 4.089 -3.602  0.000
C -1.549 -2.204 4.146  0.000
H 2.504 -0.866 -2.959  0.000
H -6.036 -2.544 -1.292  0.000
H -1.415 -2.617 6.234  0.000
H -0.261 -6.182 -3.536  0.000
H 0.709 4.203 -4.665  0.000
H -2.411 -1.306 -3.196  -0.001
H -3.476 1.771 2.619  0.000
H -1.131 1.515 2.000  0.000
H -4.848 -2.367 0.896  0.000
H -2.243 1.437 -2.139  0.001
H 2.366 -2.532 4.183  0.000
H -2.627 -2.113 4.120  0.000
H 0.482 0.787 2.200  0.000
H 6.133 -2.063 -1.011  0.000
H 1.037 -2.826 6.263  0.000
H 0.064 5.969 -0.823  0.000
H -4.607 1.747 -1.506  0.000
H -0.321 -6.666 -1.809  0.000
H 4.805 -2.349 1.091  0.000
H 0.606 1.944 -3.644  0.000
H 4.925 -1.337 -3.085  0.000
H -4.767 -1.996 -3.383  0.000
H -0.031 3.722 0.201  0.000
H 4.814 1.914 0.108  0.000
H 2.486 1.043 3.588  0.000
H 1.264 -6.363 -2.593  0.000
H 2.801 1.688 -1.293  0.000

HOMO (spin up / spin down) = -10.79 / -10.79 eV
lowest unoccupied orbital energy (spin up / spin down) = -3.91 / -3.90 eV
2S+1 = 3
expectation value of S² = 2.00
charge = +1
frontier orbital gap (spin up / spin down) = 6.9 / 6.9 eV

***

# C2H4Cl3P

The molecule C2H4Cl3P (wB97M-V/def2-TZVPD, OMol25).

Last column: natural (NBO) charge in e.
CARTESIAN COORDINATES (ANGSTROEM)
Cl 2.376 0.705 0.766  -0.018
Cl 1.306 -1.919 1.256  -0.077
Cl -0.603 0.676 -0.395  0.079
P -2.489 1.186 1.230  0.112
C 1.718 -0.704 -0.137  -0.259
C 0.601 -0.358 -1.055  -0.234
H -3.093 0.364 0.250  -0.038
H -2.537 2.361 0.321  -0.025
H 2.612 -1.094 -0.795  0.261
H 0.107 -1.216 -1.441  0.200

HOMO (spin up / spin down) = -9.41 / -8.24 eV
energy relative to the best compared isomer or geometry (same formula, charge and spin) = 79.2 kcal per mole
lowest unoccupied orbital energy (spin up / spin down) = -1.14 / -1.71 eV
frontier orbital gap (spin up / spin down) = 8.3 / 6.5 eV

***

# C4H13N2

A 2-piece molecular cluster, C4H13N2 overall (wB97M-V/def2-TZVPD, OMol25).

Last column: natural (NBO) charge in e.
CARTESIAN COORDINATES (ANGSTROEM)
N 0.608 1.757 -1.549  -0.647
N 1.194 -1.231 -0.131  -0.540
C -0.661 1.126 -1.207  -0.270
C -0.495 -1.580 1.582  -0.651
C -0.695 0.430 0.153  -0.378
C -0.190 -1.020 0.214  -0.103
H -0.133 1.025 0.898  0.232
H 0.616 2.751 -1.329  0.396
H -0.473 -0.835 2.358  0.223
H -0.905 0.389 -1.980  0.249
H -1.447 1.886 -1.257  0.239
H 1.343 -0.940 -1.109  0.374
H 0.132 -2.464 1.831  0.253
H -1.734 0.397 0.492  0.260
H 1.394 1.385 -0.999  0.336
H -1.458 -2.053 1.699  0.254
H 1.805 0.979 0.632  0.246
H -0.678 -1.605 -0.583  0.264
H 1.778 -0.399 0.287  0.262

HOMO = -14.82 eV
energy relative to the best compared isomer or geometry (same formula, charge and spin) = 168.8 kcal per mole
lowest unoccupied orbital energy = -8.99 eV
charge = +1
frontier orbital gap = 5.8 eV

***

# C47H61IN12O3

C47H61IN12O3 as an isolated structure (wB97M-V/def2-TZVPD, OMol25).

Last column: Löwdin charge in e.
CARTESIAN COORDINATES (ANGSTROEM)
I -3.376 -3.253 -1.348  1.101
O -1.923 0.091 -2.708  0.020
O -3.806 -0.124 -1.491  0.061
O -2.996 -1.854 -2.707  -0.561
N 6.158 -0.574 1.955  0.008
N -2.528 5.611 -0.506  0.005
N -7.294 -1.889 -9.606  0.006
N 9.997 -0.161 4.018  0.013
N -3.976 1.550 1.180  0.008
N 3.420 -2.175 -2.703  0.008
N -7.229 0.246 4.096  0.013
N -6.598 -1.152 -0.515  0.015
N 16.286 4.671 4.846  -0.003
N 2.839 -2.728 2.422  0.005
N -8.018 -0.919 -3.623  0.028
N 0.261 -1.686 -2.022  0.020
C -6.548 -2.031 -11.683  -0.115
C 7.749 -2.101 2.127  -0.121
C -7.071 -1.568 -4.361  -0.135
C 11.443 1.381 4.674  -0.112
C 10.745 -0.730 5.010  -0.144
C 14.233 4.506 5.651  -0.116
C -4.379 2.150 3.272  -0.119
C -3.296 4.495 -0.694  -0.144
C 0.376 -0.243 -1.956  -0.241
C -3.496 1.035 3.281  -0.107
C -7.146 -2.405 -0.612  -0.164
C -8.504 0.736 4.085  -0.146
C -5.608 -2.653 -10.817  -0.115
C 6.880 -2.219 3.250  -0.106
C -0.930 0.511 -1.740  -0.133
C 1.312 -4.182 3.090  -0.111
C 3.791 -1.834 -1.437  -0.150
C -8.252 -0.636 5.847  -0.117
C -9.167 0.208 5.161  -0.117
C 15.153 5.380 5.138  -0.145
C 2.609 -4.053 2.668  -0.135
C 7.272 -1.080 1.346  -0.142
C -7.576 -0.246 -0.202  -0.150
C -7.576 -1.570 -10.905  -0.143
C 0.738 -2.882 3.099  -0.117
C 5.078 -0.723 -2.912  -0.108
C -3.269 0.692 1.974  -0.141
C -8.763 -0.927 -0.109  -0.112
C -8.647 -0.744 -5.736  -0.118
C -8.980 -0.415 -4.448  -0.134
C 14.836 3.219 5.669  -0.115
C -8.489 -2.298 -0.369  -0.105
C 4.190 -1.502 -3.609  -0.138
C -7.433 -1.481 -5.680  -0.114
C 11.653 0.202 5.440  -0.116
C -6.098 -2.547 -9.542  -0.147
C 4.819 -0.932 -1.530  -0.115
C -7.066 -0.590 5.164  -0.145
C 16.102 3.354 5.166  -0.140
C -3.830 4.561 -1.954  -0.107
C -2.565 6.391 -1.630  -0.141
C -4.654 2.446 1.962  -0.155
C 1.706 -2.007 2.681  -0.151
C 10.415 1.123 3.806  -0.141
C 5.912 -1.260 3.113  -0.155
C -3.365 5.766 -2.548  -0.110
C -2.955 -0.594 -2.206  -0.733
H -3.593 6.130 -3.535  0.091
H 10.569 -1.744 5.324  0.103
H -6.525 -3.251 -0.849  0.060
H -8.018 -0.834 -2.619  0.097
H 5.070 -1.008 3.736  0.110
H -0.267 -2.620 3.385  0.086
H -6.513 0.474 3.426  0.115
H -4.776 2.668 4.129  0.098
H 16.882 2.629 5.009  0.105
H 1.035 0.015 -1.120  0.116
H 9.949 1.742 3.059  0.103
H -2.675 -0.096 1.542  0.099
H -1.322 0.395 -0.724  0.119
H -6.477 -1.934 -12.753  0.088
H 4.047 -1.634 -4.667  0.106
H 1.685 -0.938 2.552  0.102
H -9.720 -0.492 0.125  0.094
H 12.385 0.055 6.216  0.085
H -8.444 -1.209 6.739  0.086
H -4.480 3.828 -2.403  0.090
H 11.986 2.308 4.752  0.076
H 6.956 -2.927 4.058  0.096
H 7.627 -0.681 0.412  0.111
H -5.279 3.206 1.524  0.110
H -0.096 -2.103 -1.173  0.058
H 0.830 -5.105 3.366  0.089
H -2.020 5.827 0.331  0.144
H -5.697 -2.883 -8.601  0.099
H -3.087 0.538 4.145  0.092
H -9.198 -3.108 -0.376  0.095
H 2.673 -2.808 -2.923  0.132
H -9.214 -0.485 -6.616  0.083
H -7.877 -1.673 -8.817  0.128
H -0.773 1.582 -1.900  0.132
H -6.227 -2.042 -3.888  0.099
H 9.251 -0.618 3.520  0.104
H 5.596 0.179 1.602  0.140
H -4.005 1.509 0.174  0.111
H 17.124 5.058 4.453  0.141
H -6.125 -1.079 5.346  0.103
H -3.396 3.752 0.079  0.073
H -10.192 0.404 5.427  0.087
H 8.616 -2.704 1.913  0.099
H 3.296 -2.262 -0.581  0.096
H 13.239 4.760 5.979  0.089
H -0.266 -1.999 -2.824  0.067
H -7.345 0.797 -0.072  0.107
H 0.828 0.109 -2.887  0.122
H -9.819 0.129 -4.052  0.107
H 3.711 -2.343 2.104  0.110
H -4.681 -3.122 -11.097  0.087
H 14.389 2.300 6.011  0.083
H 15.099 6.440 4.958  0.103
H -8.831 1.416 3.316  0.102
H 3.385 -4.785 2.526  0.109
H -8.479 -1.044 -11.165  0.104
H -2.022 7.318 -1.680  0.106
H 5.328 -0.481 -0.696  0.056
H -5.623 -0.932 -0.652  0.082
H -6.886 -1.899 -6.509  0.068
H 5.825 -0.078 -3.343  0.089

HOMO = -8.07 eV
lowest unoccupied orbital energy = -2.12 eV
frontier orbital gap = 6.0 eV

***

# C4H10N2O

The molecule C4H10N2O (wB97M-V/def2-TZVPD, OMol25).

Last column: natural (NBO) charge in e.
CARTESIAN COORDINATES (ANGSTROEM)
O -0.607 -1.149 -2.767  -0.623
N 1.694 -0.845 -2.204  -0.721
N 0.012 -0.620 -0.481  -0.099
C -0.192 0.448 1.706  -0.397
C 0.556 0.384 0.307  -0.326
C -1.754 0.509 1.712  -0.628
C 0.122 -0.471 -1.916  0.300
H 1.704 0.169 0.411  0.262
H 0.146 1.347 2.295  0.212
H -2.040 0.055 2.702  0.224
H 0.486 1.427 -0.234  0.205
H -2.188 1.539 1.653  0.215
H 1.700 -1.659 -2.884  0.401
H 0.178 0.597 -2.001  0.198
H 0.192 -0.490 2.243  0.208
H 2.143 -1.091 -1.385  0.342
H -2.150 -0.151 0.842  0.228

HOMO = -9.04 eV
energy relative to the best compared isomer or geometry (same formula, charge and spin) = 167.5 kcal per mole
lowest unoccupied orbital energy = -3.07 eV
frontier orbital gap = 6.0 eV

***

# C42H70Cl15FI2NO5P

A 8-piece molecular cluster, C42H70Cl15FI2NO5P overall (wB97M-V/def2-TZVPD, OMol25).

Last column: Löwdin charge in e.
CARTESIAN COORDINATES (ANGSTROEM)
I -4.502 3.238 0.460  0.848
I -3.039 1.901 -2.867  1.006
Cl -2.710 0.252 -9.083  0.543
Cl 15.962 6.261 7.357  0.531
Cl 1.143 5.128 4.033  0.564
Cl -2.435 -2.104 -6.652  0.596
Cl 13.492 5.487 5.138  0.532
Cl 8.419 1.123 2.904  0.536
Cl -0.043 7.202 1.569  0.581
Cl -2.425 -4.577 1.156  0.724
Cl 14.070 1.558 3.602  0.560
Cl -5.569 -0.961 3.468  0.604
Cl 9.626 2.534 0.054  0.537
Cl -8.505 -3.654 1.398  0.596
Cl 15.320 2.963 0.763  0.536
Cl -2.336 -0.810 4.536  0.560
Cl -11.305 -4.515 -0.321  0.546
P -6.066 -1.861 -3.605  0.483
F 4.418 0.973 0.215  -0.057
O -6.676 -1.686 -2.136  -0.201
O 2.038 -3.557 -0.501  0.147
O -2.043 -4.208 -1.928  0.133
O -6.982 -2.548 -4.517  -0.262
O -5.757 -0.366 -4.081  -0.223
N -0.247 -4.166 -0.400  -0.001
C -3.422 0.616 1.454  -0.209
C -8.630 -1.393 -0.802  -0.113
C -1.294 -3.583 -1.220  -0.360
C -3.719 1.230 0.080  -0.744
C -2.486 1.389 -0.840  -0.706
C -5.186 1.149 -5.918  -0.088
C -0.560 -6.142 2.833  -0.142
C -3.793 -0.976 5.550  -0.649
C -2.050 -1.394 -9.261  -0.662
C 15.111 4.702 7.198  -0.667
C -9.957 -5.589 0.133  -0.658
C 0.863 -3.257 -0.483  -0.302
C 13.840 1.980 0.910  -0.665
C -0.244 2.444 1.243  -0.169
C -3.310 -1.923 -3.067  -0.231
C 0.401 1.792 -0.032  -0.275
C 14.750 4.391 5.769  -0.684
C 0.186 -1.897 -0.551  -0.043
C -7.954 -1.024 -2.116  -0.268
C -3.352 -1.367 -1.617  -0.134
C 13.138 2.201 2.223  -0.653
C 7.465 1.753 1.534  -0.665
C 0.452 2.723 -1.262  -0.052
C 0.170 -5.482 1.659  -0.231
C 3.019 -0.505 -1.102  -0.130
C 4.054 0.621 -1.074  -0.198
C -1.502 0.231 -0.771  -0.161
C 1.264 6.904 3.964  -0.655
C 0.063 7.547 3.316  -0.646
C 8.156 1.535 0.215  -0.665
C -2.762 -2.387 -8.380  -0.643
C -0.624 3.917 1.090  -0.157
C -1.962 -1.042 -1.121  -0.110
C 2.109 -0.557 0.148  -0.108
C -0.189 0.430 -0.366  -0.068
C -1.105 -2.085 -0.988  -0.037
C -0.659 -4.339 1.008  -0.613
C -4.540 -2.811 -3.328  -0.179
C -9.359 -5.215 1.466  -0.651
C 0.653 -0.663 -0.269  -0.103
C -5.387 -0.286 -5.468  -0.293
C -4.864 -1.796 4.878  -0.636
H -4.479 -2.755 4.540  0.068
H -2.370 -2.402 -3.307  0.094
H 1.051 -4.974 2.052  0.109
H -5.679 -1.980 5.576  0.074
H 8.441 0.495 0.081  0.070
H 2.430 -0.435 -2.015  0.123
H 0.169 -6.737 3.382  0.073
H -8.629 -5.966 1.763  0.071
H 2.292 0.242 0.853  0.102
H 2.333 -1.488 0.661  0.109
H -4.451 -3.464 -4.191  0.094
H -4.021 -0.518 -1.656  0.048
H 0.725 2.122 -2.131  0.086
H 1.430 1.636 0.255  0.096
H -8.575 -1.264 -2.975  0.113
H 1.233 3.460 -1.099  0.082
H -3.084 1.404 2.117  0.034
H 3.557 -1.449 -1.172  0.105
H -1.067 1.820 1.568  0.084
H -9.105 -2.360 -0.921  0.022
H -5.929 1.826 -5.498  0.082
H -6.190 -0.710 -6.068  0.114
H 0.135 8.629 3.419  0.071
H 7.274 2.808 1.715  0.071
H 2.180 7.155 3.436  0.068
H 1.352 7.253 4.992  0.072
H -3.812 -2.110 -0.962  0.130
H 13.182 2.271 0.093  0.064
H -0.987 -1.355 -9.037  0.067
H 12.955 3.257 2.407  0.065
H -1.341 -6.814 2.500  0.057
H -7.816 0.060 -2.113  0.115
H -3.483 -1.466 6.472  0.073
H -2.173 -1.676 -10.305  0.073
H -4.149 0.022 5.792  0.070
H -2.419 -3.395 -8.608  0.074
H 6.513 1.226 1.539  0.054
H -2.730 -0.224 1.419  0.074
H -0.484 3.222 -1.495  0.047
H -0.833 4.296 2.089  0.034
H -10.120 -5.151 2.240  0.067
H -4.735 -3.379 -2.419  0.093
H 0.498 2.404 2.043  0.105
H -9.414 -0.684 -0.538  0.083
H 0.489 -6.182 0.895  0.115
H -9.215 -5.549 -0.661  0.071
H -5.299 1.156 -7.001  0.069
H -10.358 -6.600 0.181  0.071
H 7.491 1.817 -0.600  0.068
H -0.865 7.219 3.778  0.071
H -3.839 -2.350 -8.528  0.073
H -3.377 -1.054 -3.721  0.045
H -4.465 -0.830 -5.681  0.045
H 15.783 3.935 7.579  0.072
H 15.614 4.461 5.113  0.070
H 4.939 0.312 -1.628  0.112
H -7.885 -1.398 -0.014  0.042
H -4.196 1.537 -5.681  0.023
H 3.636 1.500 -1.566  0.111
H -0.437 -3.440 1.590  0.116
H -1.559 4.032 0.552  0.014
H -0.950 -5.368 3.488  0.064
H 14.115 0.937 0.776  0.068
H 12.179 1.684 2.220  0.060
H -1.948 2.263 -0.514  -0.007
H -4.555 0.722 -0.383  0.043
H 14.349 3.382 5.701  0.022
H -4.352 0.251 1.892  -0.024
H 0.169 4.531 0.683  0.040
H 14.230 4.735 7.833  0.067

HOMO = -8.99 eV
lowest unoccupied orbital energy = -0.39 eV
SMILES = CCOP(=O)(CCCc1c2c(c(CCCF)c([C@@H](C)CC)c1[C@@H](I)[C@@H](C)I)C(=O)N([C@@H](Cl)CC)C2=O)OCC.ClCCCl.ClCCCl.ClCCCl.ClCCCl.ClCCCl.ClCCCl.ClCCCl
frontier orbital gap = 8.6 eV

***

Number 6 is which compound?
C42H70Cl15FI2NO5P